C19H64N20O13 | ωB97M-V/def2-TZVPD

Summary:
E_HOMO, eV: -9.23
2S+1: 1
Energy, Eh: -2835.97338
LUMO, eV: 0.0188

Last column: Löwdin charge in e.
CARTESIAN COORDINATES (ANGSTROEM)
C1 -1.488199 3.490409 0.655327  -0.0622
C2 -1.091961 4.942511 0.495248  -0.4642
C3 -2.268662 5.833656 0.099455  -0.0556
O1 -0.565954 5.471255 1.727824  -0.0646
H1 -0.675806 2.883546 1.057259  0.0464
H2 -1.803836 3.002388 -0.269735  0.0698
H3 -2.375153 3.397653 1.292072  0.0789
H4 -0.353164 5.044119 -0.300231  0.1285
H5 -2.312844 6.014448 -0.975665  0.0722
H6 -2.201485 6.842247 0.520018  0.0745
H7 -3.233372 5.525316 0.514720  0.0805
H8 -1.165986 5.162052 2.416524  0.0778
C4 4.145549 -4.205894 -1.957344  -0.0408
C5 3.631239 -4.236102 -0.525385  -0.4731
C6 2.095362 -4.221448 -0.402391  -0.0627
O2 4.083660 -5.384656 0.205226  -0.0584
H9 3.279657 -4.520624 -2.556301  0.0816
H10 4.974812 -4.886102 -2.140814  0.0767
H11 4.342620 -3.239999 -2.424699  0.0709
H12 3.920032 -3.367953 0.074683  0.1134
H13 1.596747 -5.119520 -0.776265  0.0748
H14 1.726351 -3.444087 -1.078416  0.0587
H15 1.803061 -4.030253 0.626660  0.0834
H16 4.114975 -6.122749 -0.413433  0.0828
C7 -1.693158 -3.666361 -0.345489  -0.0575
C8 -1.452427 -5.126036 -0.709021  -0.5052
C9 -2.627687 -6.064859 -0.513565  -0.0602
O3 -0.965717 -5.223323 -2.048725  -0.0532
H17 -2.059824 -3.588627 0.681993  0.0841
H18 -2.588431 -3.339781 -0.903233  0.0711
H19 -0.886285 -3.000850 -0.635522  0.0573
H20 -0.640241 -5.451554 -0.048804  0.1246
H21 -2.965488 -6.101920 0.523797  0.0792
H22 -2.313991 -7.052950 -0.851951  0.0808
H23 -3.506684 -5.827445 -1.123178  0.0801
H24 -1.662886 -4.903339 -2.634792  0.0896
C10 1.896942 -0.411270 -4.260901  -0.6743
O4 2.903737 -0.595378 -3.564342  -0.0339
N1 0.834517 0.297962 -3.806264  0.1804
N2 1.836671 -0.917446 -5.527437  0.1621
H25 1.005818 0.751063 -2.915573  0.0613
H26 0.012015 0.248436 -4.374235  0.0643
H27 2.662231 -1.397706 -5.826358  0.0985
H28 1.033830 -0.851447 -6.124202  0.0923
C11 -0.226008 -0.278527 -0.230805  -0.5867
O5 -1.175271 -0.199862 -1.045541  -0.0399
N3 -0.269887 0.181212 1.063102  0.1926
N4 0.924430 -1.021888 -0.458298  0.1721
H29 0.441011 0.157157 1.770147  0.0573
H30 -1.120946 0.696184 1.211889  0.0549
H31 1.188038 -1.309709 -1.382465  0.0803
H32 1.538783 -1.022773 0.356573  0.0484
C12 -2.778651 0.985234 4.353994  -0.6667
O6 -3.512962 0.232671 4.976327  0.0181
N5 -2.757064 1.109685 2.993404  0.1726
N6 -1.753868 1.700908 4.897820  0.1474
H33 -3.236876 0.485808 2.373197  0.0541
H34 -2.068941 1.752201 2.650030  0.0444
H35 -1.127661 2.265956 4.346232  0.0314
H36 -1.722398 1.747891 5.901131  0.1052
C13 2.268943 2.948535 -1.943915  -0.6004
O7 1.163513 2.611932 -2.395736  -0.0270
N7 2.482359 3.037582 -0.592560  0.1711
N8 3.327783 3.384846 -2.709954  0.1688
H37 3.357634 3.078444 -0.109839  0.0919
H38 1.670415 2.859608 -0.022124  0.0925
H39 3.298223 3.671632 -3.666881  0.1059
H40 4.085172 3.762294 -2.171624  0.0892
C14 -2.211863 -0.789224 -5.612516  -0.6709
O8 -2.280761 -1.756962 -6.368337  -0.0012
N9 -2.331918 -0.887471 -4.246764  0.1573
N10 -2.158190 0.514730 -6.079901  0.1593
H41 -2.665087 -1.734248 -3.833820  0.0977
H42 -2.332486 -0.025677 -3.710263  0.0330
H43 -1.934249 1.207233 -5.387051  0.0700
H44 -2.176297 0.736615 -7.052632  0.0985
C15 2.054490 -1.323982 5.606589  -0.6401
O9 3.102702 -0.723884 5.908596  -0.0281
N11 1.305500 -0.990877 4.502169  0.1634
N12 1.684593 -2.480620 6.260079  0.1476
H45 1.551219 -0.177959 3.973033  0.0533
H46 0.368259 -1.351376 4.553491  0.0986
H47 0.783617 -2.845311 6.015676  0.0885
H48 2.284207 -2.906620 6.932518  0.0980
C16 -2.806346 2.848604 -3.187823  -0.6529
O10 -3.835406 3.247268 -3.739028  0.0043
N13 -1.632070 3.562147 -3.236028  0.1633
N14 -2.700451 1.587916 -2.635983  0.1244
H49 -0.742155 3.136549 -3.084170  0.0397
H50 -1.615318 4.463253 -3.673564  0.0989
H51 -1.901238 1.291412 -2.060660  0.0597
H52 -3.585335 1.129455 -2.488483  0.0978
C17 3.775098 -0.540231 1.583956  -0.6043
O11 2.625811 -0.820408 1.954417  -0.0109
N15 4.228163 -0.360335 0.279616  0.1707
N16 4.781197 -0.364986 2.516574  0.1580
H53 3.590931 -0.608889 -0.464817  0.0842
H54 5.200051 -0.566851 0.166323  0.0939
H55 5.738698 -0.141788 2.332154  0.0928
H56 4.632213 -0.720914 3.452546  0.1014
C18 1.177301 2.788425 3.864742  -0.6106
O12 0.449132 2.022563 3.224554  -0.0218
N17 0.798811 3.621147 4.881116  0.1839
N18 2.521403 2.855911 3.562785  0.1730
H57 -0.152270 3.664851 5.185780  0.0886
H58 1.518331 4.153322 5.323595  0.1014
H59 2.897248 2.066932 3.067678  0.0881
H60 3.099651 3.445772 4.128377  0.0948
C19 -4.368414 0.203508 0.551946  -0.6662
O13 -3.943442 1.139064 -0.128446  0.0189
N19 -5.222420 0.348742 1.607346  0.1516
N20 -3.876703 -1.090389 0.408482  0.1648
H61 -5.609989 1.274117 1.677448  0.1207
H62 -5.594548 -0.497455 1.990819  0.1061
H63 -4.386152 -1.900231 0.697723  0.0909
H64 -3.101877 -1.147251 -0.240485  0.0619

Cartesian forces, eV/Å:
-0.240 -0.420 -0.195
-0.904 0.635 0.107
-0.489 0.787 -0.054
0.455 -0.540 -0.125
0.104 0.157 0.154
0.077 0.298 -0.191
0.111 0.122 0.199
0.456 0.018 0.400
-0.364 -0.478 -0.038
0.694 -0.082 0.058
0.036 -0.559 -0.413
0.069 0.088 0.013
-1.251 -0.154 -0.717
-0.913 -0.180 1.075
0.225 0.379 -1.137
0.576 0.117 -0.215
0.333 -0.464 -0.201
0.097 0.086 0.144
0.323 0.250 0.605
0.595 -0.083 -0.148
0.376 -0.243 0.125
-0.184 0.184 0.362
-0.095 0.061 -0.004
-0.060 -0.006 0.088
-1.826 -0.317 -0.497
0.434 0.449 0.148
-0.206 -0.138 -0.107
0.057 -0.059 0.151
0.694 0.188 0.200
0.206 0.053 -0.243
0.216 -0.088 0.436
0.067 -0.283 -0.359
0.135 -0.083 0.017
-0.006 -0.098 0.278
0.152 0.371 -0.042
0.095 -0.019 0.014
0.458 -0.093 0.424
-0.135 0.099 0.004
1.111 -1.042 -0.652
-0.024 0.146 0.216
-0.873 0.164 -0.392
-0.509 0.471 0.568
-0.066 -0.166 -0.146
-0.040 -0.014 -0.039
0.618 -1.785 -0.129
1.336 0.325 1.165
-1.580 0.399 -1.534
-1.074 1.235 0.629
0.272 0.002 -0.212
0.191 0.001 0.490
0.020 0.032 -0.112
0.280 -0.419 -0.611
0.407 -1.067 -0.783
0.003 0.441 0.005
0.111 0.474 0.243
-0.329 0.561 1.422
-0.095 0.066 0.387
-0.033 -0.081 -0.467
-0.142 -0.618 -0.124
0.013 -0.011 -0.017
-0.653 0.749 -0.623
1.202 0.492 0.520
-0.715 -0.313 0.048
0.121 -0.373 1.141
0.283 0.048 -0.297
0.059 -0.183 -0.040
-0.571 -0.329 -0.207
0.188 0.138 -0.200
-1.399 -0.738 -0.779
0.321 0.576 0.456
0.669 0.739 -0.627
0.612 -0.561 1.298
0.168 -0.217 -0.108
-0.242 -0.338 0.126
-0.289 0.533 -0.333
0.157 -0.168 -0.171
2.313 0.285 -0.193
-1.107 -0.509 -0.419
-0.226 -1.036 1.758
-0.824 1.136 -0.949
-0.205 0.175 0.027
-0.232 0.456 -0.737
0.113 -0.589 0.329
0.052 0.078 0.237
-0.350 -0.103 -1.321
0.660 -0.174 0.914
-0.176 0.055 0.287
0.602 0.510 -0.397
0.440 -0.268 0.354
-0.370 -0.036 -0.164
-0.772 0.240 -0.009
0.087 0.156 0.384
0.713 -0.276 0.391
1.030 0.632 -1.067
-1.104 -0.036 1.158
-0.633 -0.181 0.562
0.198 0.067 -0.092
0.171 -0.074 -0.453
0.058 0.034 -0.585
-0.412 0.138 -0.124
0.789 -0.378 -0.621
0.074 0.711 0.631
0.171 -0.567 -0.818
-0.945 0.255 0.183
-0.031 0.211 0.125
-0.208 0.266 0.374
0.218 0.020 0.046
0.455 -0.245 -0.038
0.698 -0.336 -0.580
-0.552 -0.720 0.933
0.301 0.099 -1.124
0.165 1.252 -0.327
-0.457 -0.288 0.381
-0.492 0.335 0.512
0.028 -0.165 0.034
-0.117 -0.256 -0.033